[1]
{
  "formula": "C3H11N2O",
  "method": "the ωB97M-V functional and the def2-TZVPD basis",
  "elements": ["C", "C", "N", "C", "N", "H", "H", "H", "H", "H", "H", "H", "H", "H", "H", "H", "O"],
  "positions_angstrom": [[0.925, 1.447, 0.874], [-0.582, 1.182, 0.766], [-0.923, 0.701, -0.593], [-0.312, -0.338, -1.080], [-0.453, -0.808, -2.305], [1.408, 1.782, -0.038], [1.165, 2.023, 1.767], [1.413, 0.473, 1.044], [-0.921, 0.478, 1.525], [-1.081, 2.144, 0.875], [-1.700, 1.147, -1.076], [0.438, -0.822, -0.465], [-1.216, -0.515, -2.892], [-0.033, -1.683, -2.576], [1.267, -2.665, 1.636], [0.862, -1.771, 2.747], [1.002, -1.749, 1.791]],
  "forces_ev_per_angstrom": [[0.4, -1.9, 0.5], [0.6, 1.2, -0.3], [-0.3, -0.4, 0.4], [0.3, 0.0, -0.6], [-0.5, -0.2, 0.1], [-0.3, 0.8, 0.0], [-0.1, 0.3, -0.3], [-0.1, 0.2, 0.1], [-0.1, 0.1, -0.1], [-0.3, -0.2, 0.1], [0.4, -0.2, 0.0], [0.0, 0.1, 0.2], [0.0, 0.2, -0.2], [0.2, 0.0, 0.2], [0.1, 0.1, -0.3], [-0.1, 0.3, -0.1], [-0.1, -0.5, 0.2]],
  "spin_multiplicity": 1,
  "charge": 1,
  "energy_ha": -305.4285,
  "homo_ev": -15.115,
  "relative_energy_ev": 0.660
}

=====

[2]
{
  "formula": "C3H11N2O",
  "method": "the ωB97M-V functional and the def2-TZVPD basis",
  "elements": ["C", "C", "N", "C", "N", "H", "H", "H", "H", "H", "H", "H", "H", "H", "H", "H", "O"],
  "positions_angstrom": [[-1.729, 0.010, 1.847], [-1.350, 0.676, 0.529], [-0.157, 0.141, -0.134], [1.029, 0.482, 0.326], [2.172, 0.082, -0.201], [-0.833, -0.033, 2.482], [-2.485, 0.584, 2.371], [-1.984, -1.032, 1.674], [-2.189, 0.507, -0.148], [-1.150, 1.739, 0.590], [-0.061, -0.585, -0.840], [1.005, 1.323, 1.012], [2.311, -0.892, -0.453], [3.006, 0.473, 0.202], [0.215, -0.876, -3.523], [1.555, -1.394, -3.011], [0.644, -1.205, -2.724]],
  "forces_ev_per_angstrom": [[1.6, 0.0, 0.0], [-1.0, -0.5, -0.6], [2.3, -0.7, 1.1], [-1.7, 1.1, -1.1], [0.7, -0.8, 0.8], [-0.2, 0.2, 0.1], [-0.2, -0.2, -0.1], [-0.5, 0.0, 0.1], [0.2, 0.4, -0.2], [-0.3, 0.2, 0.3], [-1.1, -0.1, -0.4], [0.4, -0.1, 0.2], [-0.3, 0.3, -0.4], [0.1, 0.2, 0.1], [-0.1, 0.0, 0.1], [-0.5, 0.0, 0.1], [0.6, 0.0, 0.0]],
  "spin_multiplicity": 1,
  "charge": 1,
  "energy_ha": -305.4249,
  "homo_ev": -15.096,
  "relative_energy_ev": 0.757
}

=====

[3]
{
  "formula": "C3H11N2O",
  "method": "the ωB97M-V functional and the def2-TZVPD basis",
  "elements": ["C", "C", "C", "N", "N", "O", "H", "H", "H", "H", "H", "H", "H", "H", "H", "H", "H"],
  "positions_angstrom": [[-1.872, -0.751, 0.556], [0.319, 1.625, -1.337], [0.509, -1.097, -0.397], [1.752, -1.347, 0.157], [-0.483, -0.481, 0.756], [0.215, 2.116, -0.082], [-2.114, -1.708, 1.079], [-2.497, 0.094, 0.976], [-2.034, -0.927, -0.535], [1.259, 1.391, -1.800], [-0.501, 2.019, -1.919], [0.428, -0.126, -1.076], [1.758, -1.742, 1.086], [2.569, -0.845, -0.205], [-0.310, 0.568, 0.789], [-0.062, -0.804, 1.570], [1.062, 2.013, 0.384]],
  "forces_ev_per_angstrom": [[-2.3, -0.9, 0.1], [-0.8, 0.4, -0.6], [-0.2, 2.8, 0.8], [-1.1, 0.8, -0.6], [2.3, 1.3, -2.0], [1.0, -0.1, 1.0], [0.0, 0.9, -0.5], [0.6, -1.1, -0.7], [-0.1, 0.4, 0.9], [0.5, 0.4, 0.1], [0.0, -0.4, -0.4], [0.2, -2.1, -0.2], [0.6, -0.1, -0.1], [-0.4, -0.7, 0.3], [-0.2, -1.1, -0.4], [0.1, -1.0, 2.3], [-0.1, 0.4, -0.1]],
  "spin_multiplicity": 1,
  "charge": 1,
  "energy_ha": -305.2262,
  "homo_ev": [-12.257, -13.007],
  "relative_energy_ev": 6.164
}